51
Properties=species:S:1:pos:R:3:lowdin_charge:R:1 method="wB97M-V/def2-TZVPD" multiplicity=5 lumo_ev="-2.0 / -3.0" e_homo_ev="-9.5 / -9.5" de_lowest_ev=0.0745 orbital_gap_ev="7.55 / 6.49" fmax_ev_per_a=0.8 energy_ev=-172740.036
Co -1.7989 0.3802 0.5872 0.8650
F -0.7095 -0.3960 4.2528 -0.3339
Te -1.2690 -1.4672 2.8474 1.9305
F -0.6458 0.7255 2.1511 -0.4446
F -0.0841 -2.6654 3.6271 -0.3297
F -2.5596 -2.0293 4.0478 -0.3418
F -1.7737 -2.9310 1.8043 -0.3449
O -2.6300 -0.5417 1.9152 -0.5012
C 5.8059 -2.0767 -1.8174 -0.0411
C 4.4564 -1.8002 -1.2186 -0.2468
C 4.2642 -1.8211 0.1546 -0.0019
C 3.0261 -1.5749 0.7341 -0.1653
C 2.9395 -1.6204 2.2384 -0.0200
C 1.9512 -1.2538 -0.1189 -0.0346
C 2.1169 -1.2245 -1.5189 -0.1652
C 0.9952 -0.9542 -2.4888 -0.0248
C 3.3690 -1.5148 -2.0353 -0.0015
C 0.6345 -0.8987 0.4377 -0.4264
O 0.2662 -1.5445 1.4939 -0.1458
O -0.0679 -0.0305 -0.1405 -0.0221
H 6.5041 -2.4479 -1.0690 0.0763
H 6.2258 -1.1670 -2.2508 0.0873
H 5.7324 -2.8147 -2.6167 0.0844
H 5.1023 -2.0498 0.8023 0.1168
H 3.9297 -1.8014 2.6520 0.0809
H 2.2744 -2.4060 2.5838 0.0767
H 2.5680 -0.6790 2.6499 0.0971
H 0.0883 -1.4992 -2.2310 0.0507
H 1.3010 -1.2586 -3.4879 0.0866
H 0.7390 0.1045 -2.5165 0.0940
H 3.4984 -1.5217 -3.1115 0.1224
F -2.2150 -1.4746 -3.3454 -0.3451
Te -3.0888 -1.9955 -1.7931 1.7773
F -4.6708 -1.2693 -2.4352 -0.3689
F -3.5527 -3.5311 -2.7011 -0.3328
F -1.5537 -2.8736 -1.2314 -0.3377
F -3.9645 -2.6851 -0.3304 -0.3299
O -2.6252 -0.4295 -0.9931 -0.6868
Se -4.0456 1.8574 -1.3122 1.3022
N -2.7642 1.9795 -0.0620 -0.2939
C -2.5854 3.2550 0.2627 -0.3110
C -1.6562 3.7417 1.2245 -0.0015
C -1.6138 5.0813 1.4311 -0.0454
C -2.4648 5.9945 0.7226 -0.0611
C -3.3648 5.5619 -0.1908 -0.0102
C -3.4529 4.1579 -0.4436 -0.3661
N -4.2924 3.5921 -1.2944 -0.2115
H -1.0238 3.0503 1.7687 0.1038
H -0.9197 5.4822 2.1580 0.1132
H -2.3784 7.0511 0.9362 0.1088
H -4.0176 6.2341 -0.7292 0.1193